Formula: C7H10N2
Source: the Open Molecules 2025 dataset
Level of theory: ωB97M-V with the def2-TZVPD basis set

Each atom is followed by the atoms it is bonded to, with distances in Å.
CARTESIAN COORDINATES (ANGSTROEM)
1 N -4.28509 -0.08384 1.19149  C2 1.152
2 C -3.20111 -0.15262 0.80753  N1 1.152, C3 1.398
3 C -2.08742 -0.37897 -0.00731  C2 1.398, C4 1.526, C5 1.671, H10 1.060
4 C -1.63788 0.68292 -1.00733  C3 1.526, C5 1.498, H11 1.023, H12 1.147
5 C -0.60690 0.39499 0.04119  C3 1.671, C4 1.498, N6 1.396, H13 1.102
6 N 0.51866 -0.34516 -0.32590  C5 1.396, C7 1.463, C9 1.562
7 C 1.27003 -0.84019 0.82770  N6 1.463, C8 1.489, H14 1.120, H15 1.115
8 C 2.53341 -0.34929 0.21014  C7 1.489, C9 1.541, H16 1.135, H17 1.102
9 C 1.71612 0.58510 -0.70259  N6 1.562, C8 1.541, H18 1.034, H19 1.069
10 H -2.11195 -1.37493 -0.36930  C3 1.060
11 H -1.45136 0.31089 -1.94190  C4 1.023
12 H -2.19894 1.68286 -1.02921  C4 1.147
13 H -0.42373 1.03288 0.92096  C5 1.102
14 H 1.10982 -1.94462 0.92423  C7 1.120
15 H 1.00765 -0.20457 1.70498  C7 1.115
16 H 3.28317 0.15598 0.89582  C8 1.135
17 H 2.95959 -1.28156 -0.19470  C8 1.102
18 H 1.56634 1.48995 -0.22531  C9 1.034
19 H 2.03960 0.62018 -1.72048  C9 1.069

Energy: -382.1206 hartree
2S+1: 1
HOMO energy: -0.34183 Ha
Total charge: 0
HOMO-LUMO gap: 10.2173 eV
Relative energy (zero: lowest compared OMol25 entry of this formula, charge and spin): 82.6 kcal per mole
SMILES string: N#C[C@H]1C[C@@H]1N1CCC1